140
Properties=species:S:1:pos:R:3:lowdin_charge:R:1 method="wB97M-V/def2-TZVPD" molar_mass_g_mol=1151.86 gap_ev=1.6963 total_energy_ha=-6136.26425 charge=+1
C -2.22231 -4.32706 7.18269 -0.202
C -1.69250 -4.50140 5.79331 -0.091
C -0.93702 -3.25367 4.98154 -0.131
C -2.10326 -2.57844 3.98708 -0.368
C -2.17642 -3.48236 2.63072 -0.103
C -3.63639 -3.31177 1.83506 -0.132
C -4.29748 -4.77700 1.45988 -0.167
C -5.93445 -4.82511 1.53578 -0.167
N -6.35278 -6.16391 0.90024 0.093
O -2.04141 -1.14867 3.85906 -0.177
C -1.27556 -0.59540 2.75190 -0.166
C 0.30598 -0.97536 2.80375 -0.089
C 1.23304 -0.50384 1.53828 -0.067
C 2.20735 0.85615 1.56524 0.002
C 3.18366 1.30797 0.30448 -0.045
C 3.25624 0.45525 -1.10439 -0.033
C 2.30990 -0.90563 -1.16078 -0.043
C 1.33510 -1.37616 0.11447 -0.098
C 0.52037 -2.79334 -0.14096 -0.104
C -1.64146 1.03264 2.81739 -0.336
N -1.52789 1.59537 4.25397 -0.074
C -0.14185 1.71149 4.76726 -0.226
C -0.00223 0.73563 6.09561 -0.222
C -0.67459 1.59353 7.35260 -0.140
O -0.79324 1.89413 2.01663 -0.068
C -1.14288 2.03900 0.61838 -0.317
C 0.07432 2.99495 -0.03117 -0.027
O -1.12466 0.81850 -0.20236 -0.169
C -1.51010 1.12742 -1.58639 -0.129
C -2.56179 0.08200 -2.27928 -0.328
C -2.37180 -1.48984 -1.86706 -0.059
O -3.95813 0.51807 -2.08789 -0.119
C -3.26386 1.32903 2.53287 -0.506
Br -4.38412 1.20538 4.23518 0.641
C -4.00707 0.39696 1.46005 -0.287
C -5.22292 1.31058 0.76345 -0.123
H -1.76767 -3.52273 7.91663 0.072
H -3.12306 -5.04610 7.48866 0.122
H -1.82576 -5.50999 5.21165 0.144
H -0.05401 -3.70188 4.32983 0.145
H -0.55143 -2.41017 5.69487 0.108
H -3.11797 -2.81990 4.57443 0.041
H -1.25128 -3.36373 1.92774 0.097
H -2.17020 -4.62279 2.98478 0.123
H -4.42273 -2.78501 2.56055 0.127
H -3.51779 -2.69739 0.84413 0.107
H -3.90815 -5.65691 2.16647 0.134
H -4.00358 -5.12423 0.35900 0.141
H -6.48612 -3.94373 0.99936 0.153
H -6.26930 -4.91026 2.67016 0.149
H -7.18458 -6.56210 1.41868 0.115
H -6.62590 -6.03721 -0.09900 0.072
H -1.62483 -0.95210 1.66702 0.149
H 0.85827 -0.69573 3.82223 0.129
H 0.36236 -2.16983 2.77614 0.102
H 2.27999 1.56750 2.52147 0.089
H 3.88215 2.27125 0.38940 0.084
H 3.96454 0.81733 -1.97004 0.099
H 2.36239 -1.55659 -2.14924 -0.024
H 0.87647 -3.52474 0.72288 0.089
H -0.64191 -2.70298 -0.05445 0.045
H 0.87011 -3.30357 -1.15484 0.094
H -1.83907 2.60502 4.10935 0.121
H 0.74202 1.46659 4.05661 0.087
H 0.02224 2.81840 5.16520 0.136
H 1.12037 0.45479 6.26956 0.113
H -0.67450 -0.20598 5.90215 0.063
H -1.83261 1.76463 7.12930 0.083
H -0.57463 1.01586 8.36722 0.070
H -0.21516 2.69385 7.39962 0.088
H -2.12667 2.67966 0.39987 0.163
H -0.42946 3.79922 -0.75478 0.095
H 0.81601 2.38612 -0.70077 0.075
H 0.63822 3.59219 0.81229 0.090
H -0.51880 1.12525 -2.23327 0.140
H -1.99190 2.21119 -1.72336 0.152
H -2.36302 0.14431 -3.45503 0.146
H -1.40025 -1.97571 -2.33769 0.097
H -2.37423 -1.54350 -0.69179 0.038
H -3.30335 -2.13678 -2.22024 0.105
H -4.53622 0.24945 -2.86075 0.120
H -3.39951 2.46592 2.19377 0.119
H -3.37190 -0.14871 0.65312 0.081
H -4.59182 -0.45844 2.05363 0.084
H -4.77580 2.33527 0.35422 0.090
H -5.68933 0.64670 -0.10532 0.083
H -6.02393 1.53657 1.59268 0.071
Al -3.18458 -2.36954 6.69066 0.926
F -2.58458 -5.96954 0.46225 -0.307
C 3.91918 4.84993 2.43504 -0.074
C 4.54281 5.59867 1.25968 -0.425
C 4.53180 7.13511 1.43274 -0.193
O 3.25933 7.74431 1.19412 -0.192
C 2.37290 7.70304 2.30252 -0.107
N 3.86538 5.19036 0.01987 0.039
H 2.82772 4.90731 2.44068 0.057
H 4.18067 3.78599 2.39028 0.062
H 4.28731 5.24142 3.38905 0.082
H 5.59138 5.28335 1.19756 0.138
H 5.20631 7.56265 0.68226 0.123
H 4.92876 7.43353 2.41031 0.119
H 2.89906 7.79357 3.25695 0.091
H 1.78413 6.78399 2.27581 0.069
H 1.67700 8.54111 2.21091 0.089
H 4.34411 5.62366 -0.77044 0.077
H 2.94425 5.63760 0.01635 0.071
C -0.89450 0.93040 -8.36271 -0.107
C -0.55989 1.35904 -6.94015 -0.266
C 0.20507 0.28907 -6.15945 -0.196
C -0.58735 -0.93340 -5.96881 -0.234
N -1.21607 -1.89829 -5.83448 0.150
H -1.54896 0.05426 -8.37510 0.074
H -1.41520 1.73968 -8.88656 0.078
H 0.01368 0.69159 -8.92462 0.080
H -1.48485 1.62085 -6.41435 0.110
H 0.05299 2.26753 -6.98277 0.113
H 0.47896 0.69422 -5.17834 0.110
H 1.14113 0.04844 -6.67632 0.123
F 7.75586 -3.15987 -2.13445 -0.229
Al 6.11540 -2.42804 -2.00440 -0.064
F 4.87049 -3.72689 -2.08559 -0.663
F 5.86502 -1.27083 -3.36151 -0.454
F 5.97032 -1.55462 -0.43607 -0.228
N -8.28458 -7.31835 -1.80685 -0.579
O -7.60611 -6.37197 -2.23955 0.089
O -8.68933 -7.30639 -0.63256 0.094
O -8.55830 -8.27647 -2.54840 0.137
Cs 4.01067 -2.81359 -3.75096 1.563
C 8.39460 0.38339 -8.98059 -0.093
C 8.09788 1.73889 -9.11966 -0.095
C 7.31025 2.38261 -8.16568 -0.097
C 6.82711 1.67233 -7.06633 -0.098
C 7.12701 0.31768 -6.92535 -0.095
C 7.90692 -0.32824 -7.88424 -0.093
H 9.00563 -0.11876 -9.72607 0.102
H 8.48012 2.29390 -9.97273 0.102
H 7.07365 3.43720 -8.27784 0.100
H 6.21736 2.17498 -6.32022 0.097
H 6.75176 -0.23530 -6.06771 0.089
H 8.13576 -1.38489 -7.77696 0.101